Record 1
Density functional theory data (wB97M-V/def2-TZVPD) for a structure of composition C17H18BrCrN5O5STe.

Structure (XYZ):
```
49
Properties=species:S:1:pos:R:3:nbo_charge:R:1
Te 2.921 -0.416 0.339 0.091
Br -3.993 5.439 2.985 0.112
Cr 0.535 0.530 -0.296 1.098
S 2.295 -3.765 0.622 0.377
O 0.105 -2.528 -1.153 -0.952
O -0.715 -0.771 0.618 -0.692
O 1.039 1.823 1.255 -0.470
O 2.291 3.490 0.747 -0.290
O 1.653 2.074 -0.735 -0.477
N -1.209 1.526 -0.714 -0.471
N 0.059 -0.999 2.731 -0.801
N 1.685 2.516 0.443 0.733
N -2.093 -1.615 2.177 -0.801
N 0.291 -0.049 -2.157 -0.463
C -0.821 0.449 -2.745 0.115
C -0.900 -1.115 1.799 0.813
C 1.124 -0.757 -2.913 0.124
C -2.585 3.511 -0.396 -0.214
C 4.221 -2.737 1.942 -0.288
C -2.402 3.163 2.348 -0.217
C -1.638 1.269 -1.907 0.159
C -1.867 2.422 0.115 0.149
C -1.780 2.268 1.504 -0.187
C -3.135 4.217 1.820 -0.059
C 4.271 -4.119 2.195 -0.241
C -0.247 -0.527 -4.863 -0.117
C 3.304 -4.807 1.534 -0.410
C -3.218 4.398 0.446 -0.222
C 3.207 -2.362 1.100 -0.478
C 0.901 -1.023 -4.252 -0.211
C -1.116 0.219 -4.092 -0.185
H -2.322 3.058 3.418 0.240
H 4.988 -4.582 2.846 0.236
H -2.606 3.684 -1.460 0.220
H 4.909 -2.028 2.360 0.236
H -0.437 -0.709 -5.910 0.245
H 0.934 -3.013 -1.215 0.484
H -0.096 -1.227 3.697 0.413
H -2.576 1.653 -2.294 0.215
H 0.952 -0.611 2.452 0.434
H 1.607 -1.615 -4.810 0.248
H -0.523 -3.138 -0.762 0.485
H -2.010 0.651 -4.508 0.239
H -1.220 1.450 1.929 0.218
H -2.826 -1.686 1.492 0.421
H 2.010 -1.136 -2.418 0.242
H -2.306 -1.845 3.133 0.412
H -3.771 5.226 0.036 0.245
H 3.113 -5.861 1.519 0.243
```

The frontier orbital gap (spin up / spin down) is 0.1990 / 0.1954 hartree. The spin multiplicity is 4. The value obtained for the lowest unoccupied orbital energy (spin up / spin down) is -4.41 / -4.61 eV. Its net charge is +1.

***

Record 2
Density functional theory data (wB97M-V/def2-TZVPD) for an isolated molecule of C17H18BrNO3.

Structure (XYZ):
```
40
Properties=species:S:1:pos:R:3:nbo_charge:R:1
Br -5.354 -0.285 0.170 0.039
O 0.505 1.059 -0.290 -0.502
O 4.698 0.118 -1.380 -0.490
O 5.374 -0.156 1.387 -0.490
N 0.481 -1.993 -0.536 -0.590
C 2.068 -1.700 1.251 -0.266
C 2.612 -0.906 -0.941 -0.252
C 3.841 -0.465 -0.476 0.229
C 4.181 -0.621 0.869 0.172
C 6.020 0.215 -0.904 -0.095
C 6.027 0.748 0.528 -0.093
C -1.306 -0.331 -0.764 -0.079
C 3.290 -1.262 1.718 -0.220
C -0.344 -1.254 -1.473 -0.226
C -0.822 0.837 -0.144 0.309
C 1.129 2.172 0.318 -0.062
C -3.507 0.174 0.045 -0.101
C 0.963 3.451 -0.496 -0.636
C -3.044 1.321 0.657 -0.236
C -2.646 -0.652 -0.659 -0.216
C 1.696 -1.506 -0.082 0.171
C -1.704 1.652 0.559 -0.241
H -0.072 -2.401 0.209 0.373
H 1.367 3.304 -1.494 0.217
H 2.185 1.889 0.360 0.202
H 7.044 0.858 0.906 0.199
H -1.361 2.553 1.041 0.213
H 6.546 0.890 -1.581 0.199
H -3.022 -1.547 -1.132 0.225
H -3.720 1.959 1.206 0.228
H 0.768 2.305 1.344 0.174
H 5.519 1.724 0.550 0.171
H 2.399 -0.766 -1.988 0.215
H 1.384 -2.190 1.929 0.206
H -0.906 -1.975 -2.076 0.202
H -0.086 3.725 -0.587 0.210
H 6.500 -0.773 -0.921 0.179
H 3.571 -1.394 2.750 0.225
H 1.499 4.264 -0.014 0.215
H 0.305 -0.673 -2.128 0.219
```

The frontier orbital gap is 0.2970 hartree. The spin multiplicity is 1. The value obtained for the lowest unoccupied orbital energy is 0.74 eV. The energy above the lowest of the compared OMol25 structures with the same formula, charge and spin comes out at 13.5 kcal/mol. As for the SMILES: CCOc1ccc(Br)cc1CNc1ccc2c(c1)OCCO2.

***

Record 3
Density functional theory data (wB97M-V/def2-TZVPD) for a structure of composition C17H18Cl3FN3O10OsSSi.

Structure (XYZ):
```
55
Properties=species:S:1:pos:R:3:nbo_charge:R:1
Os 0.034 0.010 -0.161 1.877
Cl 5.240 2.213 -0.711 0.034
Cl 4.802 -0.329 0.584 0.033
Cl 3.913 2.130 1.864 0.028
S -2.488 -1.167 0.177 2.566
Si -1.246 2.633 -1.398 1.828
F -3.145 -5.952 -0.309 -0.299
O 0.865 -1.558 -2.062 -0.658
O 2.019 -5.065 0.850 -0.631
O -1.674 -0.433 -1.007 -0.939
O -1.671 -0.649 1.331 -1.003
O -2.337 -2.582 -0.041 -0.992
O 1.968 0.350 0.308 -0.729
O 0.555 -2.006 0.081 -0.706
O -3.832 -0.664 0.163 -0.960
O -1.916 -7.071 1.945 -0.588
O 2.432 1.880 -1.296 -0.587
N 0.020 -6.019 1.369 -0.628
N -0.351 1.923 -0.009 -0.982
N 0.228 -4.714 -0.535 -0.409
C 1.239 4.458 2.219 -0.200
C -1.109 -4.947 -0.791 0.034
C 0.709 3.863 1.085 -0.267
C -1.858 -5.733 -0.024 0.219
C -3.060 2.511 -1.073 -1.155
C -0.597 1.807 -2.930 -1.159
C 0.847 -5.237 0.587 0.799
C 0.121 1.939 2.386 -0.272
C -1.324 -6.350 1.173 0.602
C 2.709 1.195 -0.347 0.748
C 0.664 2.534 3.514 -0.184
C 1.229 3.799 3.441 -0.245
C 0.149 2.584 1.145 0.236
C 1.002 -3.834 -1.397 -0.319
C -0.902 4.452 -1.668 -1.140
C 4.131 1.291 0.307 -0.194
C 0.790 -2.369 -1.132 0.772
H 1.681 5.445 2.140 0.207
H -1.268 5.093 -0.861 0.235
H -0.379 0.980 2.474 0.241
H 2.051 -4.049 -1.213 0.269
H 0.766 4.374 0.136 0.223
H 0.631 2.003 4.459 0.211
H -1.535 -4.441 -1.647 0.247
H 1.656 4.265 4.321 0.207
H -3.360 1.549 -0.660 0.284
H 0.163 4.651 -1.833 0.235
H -3.353 3.300 -0.372 0.233
H -1.436 4.729 -2.587 0.237
H -0.757 0.726 -2.956 0.260
H 0.767 -4.025 -2.440 0.225
H 0.477 1.997 -2.986 0.262
H -1.082 2.231 -3.817 0.235
H 0.440 -6.384 2.208 0.426
H -3.620 2.662 -2.006 0.234
```

The frontier orbital gap (spin up / spin down) is 0.3058 / 0.2634 hartree. The spin multiplicity is 5. The value obtained for the lowest unoccupied orbital energy (spin up / spin down) is 2.46 / 0.87 eV. The energy above the lowest of the compared OMol25 structures with the same formula, charge and spin comes out at 2.9 kcal/mol. Its net charge is -1.

***

Q: What is the formula in the first record?
A: C17H18BrCrN5O5STe